No. 1
Molecular formula: C4H15NO2S
Method: DFT, ωB97M-V/def2-TZVPD

```
! wB97M-V def2-TZVPD RIJCOSX def2/J DEFGRID3
* xyz 0 1
C -1.279 0.104 -1.373
C -0.332 -0.303 -0.267
C 1.147 -0.093 -0.594
C 2.095 -0.225 0.584
S 1.572 0.818 1.985
N -0.640 -1.643 0.235
H -0.917 0.996 -1.894
H -2.300 0.291 -1.044
H -1.348 -0.628 -2.192
H -0.584 0.372 0.539
H 1.380 -0.938 -1.263
H 1.418 0.736 -1.251
H 2.116 -1.248 0.964
H 3.116 -0.007 0.277
H 2.670 0.778 2.754
H -0.599 -2.302 -0.517
H -0.086 -1.815 1.055
H 1.347 3.148 -0.828
H 0.659 3.613 0.542
O 0.533 3.383 -0.383
H -3.078 -1.777 1.619
H -3.240 -1.346 0.195
O -3.647 -1.914 0.857
*
```

Properties
- energy above the lowest of the compared OMol25 structures with the same formula, charge and spin (kcal per mole) = 12.28
- SMILES = C[C@@H](N)CCS.O.O
- HOMO (eV) = -9.3
- LUMO energy (hartree) = 0.0182

---

No. 2
Molecular formula: C3H4OS
Method: DFT, ωB97M-V/def2-TZVPD

```
! wB97M-V def2-TZVPD RIJCOSX def2/J DEFGRID3
* xyz 0 1
C -0.575 0.231 1.069
C -0.421 0.029 -0.367
C 1.008 -0.231 -0.724
H -0.606 -0.851 1.582
H -0.975 -0.837 -0.813
H -0.917 0.875 -0.992
H 1.341 0.255 -1.680
O -1.019 1.139 1.645
S 2.164 -0.609 0.280
*
```

Properties
- energy above the lowest of the compared OMol25 structures with the same formula, charge and spin (kcal per mole) = 39.96
- SMILES = O=CCC=S
- HOMO (eV) = -9.0
- LUMO energy (hartree) = -0.0180

---

No. 3
Molecular formula: C26H18HfN6S6Sb
Method: DFT, ωB97M-V/def2-TZVPD

```
! wB97M-V def2-TZVPD RIJCOSX def2/J DEFGRID3
* xyz 1 1
Hf -1.273 -0.181 -0.815
N -2.926 2.744 1.901
C -2.538 1.968 2.972
C -1.841 0.931 2.443
N -1.795 1.071 1.074
C -2.461 2.170 0.782
C -2.644 2.549 -0.613
N -2.158 1.770 -1.559
C -2.522 2.314 -2.769
C -3.227 3.451 -2.534
N -3.292 3.584 -1.158
H -3.483 3.580 1.965
H -2.792 2.219 3.988
H -1.382 0.096 2.947
H -2.293 1.818 -3.699
H -3.694 4.152 -3.203
H -3.780 4.318 -0.673
S -3.949 -0.958 -4.316
Sb -2.733 -2.053 -2.789
S -0.480 -0.960 -2.906
S -3.429 -1.164 -0.554
S -2.360 -4.227 -2.392
S -1.940 -5.635 1.208
C -1.758 -7.188 1.869
C -0.509 -7.389 2.374
C 0.315 -6.247 2.219
C -0.323 -5.207 1.602
C 0.222 -3.883 1.278
C -0.599 -2.907 0.687
N -0.170 -1.699 0.364
C 1.130 -1.357 0.584
C 2.010 -2.250 1.179
C 3.381 -1.863 1.391
C 3.825 -0.655 1.000
C 2.937 0.281 0.363
C 3.367 1.537 -0.086
C 2.503 2.407 -0.711
C 1.179 1.973 -0.861
N 0.739 0.805 -0.438
C 1.599 -0.058 0.168
C 2.893 3.729 -1.225
C 2.116 4.624 -1.903
C 2.807 5.814 -2.255
C 4.100 5.796 -1.834
S 4.488 4.341 -1.038
C 1.525 -3.523 1.524
H -2.584 -7.883 1.844
H -0.188 -8.314 2.832
H 1.344 -6.210 2.554
H -1.633 -3.114 0.443
H 4.051 -2.574 1.861
H 4.859 -0.368 1.148
H 4.409 1.809 0.058
H 0.450 2.598 -1.360
H 1.078 4.448 -2.158
H 2.365 6.640 -2.794
H 4.854 6.558 -1.960
H 2.210 -4.230 1.982
*
```

Properties
- energy above the lowest of the compared OMol25 structures with the same formula, charge and spin (kcal per mole) = 8.82
- HOMO (eV) = -9.8
- LUMO energy (hartree) = -0.1418

---

No. 4
Molecular formula: C10H36N14O8
Method: DFT, ωB97M-V/def2-TZVPD

```
! wB97M-V def2-TZVPD RIJCOSX def2/J DEFGRID3
* xyz 0 1
C 1.331 0.235 -0.349
C 0.646 1.395 -1.089
C 0.311 1.340 -2.615
O -0.629 1.754 -0.544
H 2.219 0.051 -0.957
H 0.659 -0.624 -0.407
H 1.651 0.457 0.667
H 1.325 2.250 -1.042
H -0.059 0.316 -2.739
H 1.118 1.238 -3.345
H -0.378 2.100 -2.971
H -1.135 0.933 -0.627
C -3.754 -0.838 -0.562
O -2.567 -0.564 -0.489
N -4.736 -0.350 0.212
N -4.249 -1.572 -1.585
H -4.473 -0.251 1.181
H -5.689 -0.597 0.007
H -5.238 -1.746 -1.546
H -3.658 -1.895 -2.333
C -0.192 1.680 3.315
O -0.114 0.954 4.296
N 0.632 2.702 3.068
N -1.219 1.605 2.475
H 1.304 2.846 3.805
H 0.384 3.400 2.390
H -1.938 0.905 2.556
H -1.283 1.963 1.532
C -3.802 3.667 -0.067
O -4.530 4.478 0.459
N -4.243 2.579 -0.699
N -2.465 3.643 0.045
H -5.232 2.429 -0.794
H -3.585 1.842 -0.887
H -1.953 4.391 0.479
H -1.975 2.974 -0.536
C -0.279 -4.450 -1.075
O -0.382 -4.745 -2.251
N 0.412 -5.102 -0.154
N -0.838 -3.327 -0.583
H 0.230 -4.888 0.812
H 0.666 -6.030 -0.456
H -1.294 -2.785 -1.299
H -0.729 -3.051 0.377
C 4.283 1.732 1.081
O 4.394 2.909 0.839
N 4.890 0.722 0.397
N 3.733 1.229 2.212
H 4.548 -0.207 0.566
H 5.510 0.927 -0.367
H 3.893 0.260 2.426
H 3.319 1.854 2.881
C 4.150 -0.173 -3.585
O 4.570 -0.814 -2.642
N 3.716 -0.678 -4.755
N 3.980 1.144 -3.589
H 3.213 -0.147 -5.443
H 3.864 -1.640 -5.013
H 4.204 1.676 -2.762
H 3.512 1.676 -4.302
C -0.251 -2.596 3.442
O 0.861 -2.375 3.809
N -0.919 -1.944 2.504
N -0.984 -3.621 3.931
H -1.851 -2.233 2.267
H -0.445 -1.165 2.074
H -1.982 -3.612 3.818
H -0.477 -4.240 4.541
*
```

Properties
- energy above the lowest of the compared OMol25 structures with the same formula, charge and spin (kcal per mole) = 31.96
- SMILES = NC(N)=O.NC(N)=O.NC(N)=O.NC(N)=O.NC(N)=O.NC(N)=O.NC(N)=O.CC(C)O
- HOMO (eV) = -9.5
- LUMO energy (hartree) = -0.0108

---

No. 5
Molecular formula: C39H60BrF6N3O13
Method: DFT, ωB97M-V/def2-TZVPD

```
! wB97M-V def2-TZVPD RIJCOSX def2/J DEFGRID3
* xyz 0 1
C 1.046 -2.896 -0.267
C 0.869 -1.804 -1.318
O 1.335 -0.714 -1.098
O 0.191 -2.102 -2.464
C 0.940 -1.800 -3.656
C 0.177 -0.974 -4.711
C -1.340 -1.100 -4.658
C -2.167 0.014 -4.440
N -1.529 1.272 -4.327
C -1.306 1.742 -3.158
C -1.208 0.990 -1.863
C -1.047 3.243 -3.069
C -3.543 -0.122 -4.382
C -4.466 1.070 -4.170
O -5.084 1.490 -5.111
C -4.680 1.805 -2.796
F -5.841 2.476 -2.901
F -3.735 2.723 -2.560
C -4.842 0.941 -1.505
F -4.641 1.783 -0.480
F -3.922 -0.036 -1.381
C -6.267 0.324 -1.271
F -7.000 1.252 -0.633
F -6.898 -0.004 -2.403
C -6.138 -0.858 -0.260
O -5.662 -0.640 0.819
O -6.577 -2.095 -0.596
C -4.122 -1.368 -4.569
O -5.510 -1.531 -4.563
C -5.901 -2.490 -3.777
N -6.250 -3.452 -3.224
C -3.300 -2.416 -4.802
C -1.905 -2.329 -4.837
C -1.292 -3.696 -5.119
O -0.195 -3.992 -5.497
N -2.374 -4.581 -4.881
C -2.288 -5.503 -3.734
C -3.310 -5.204 -2.626
C -3.065 -3.845 -1.916
Br -2.631 -4.168 -0.015
C -3.584 -3.884 -5.097
O -4.601 -4.376 -5.494
H 1.257 -2.396 0.679
H 1.928 -3.470 -0.570
H 0.153 -3.509 -0.143
H 1.876 -1.286 -3.417
H 1.247 -2.760 -4.081
H 0.483 -1.378 -5.685
H 0.489 0.072 -4.732
H -1.253 -0.094 -1.953
H -0.224 1.233 -1.442
H -1.922 1.393 -1.139
H -1.773 3.744 -3.711
H -1.256 3.581 -2.050
H -0.025 3.488 -3.366
H -5.833 -2.710 -0.630
H -2.494 -6.515 -4.101
H -1.289 -5.526 -3.287
H -4.342 -5.315 -2.971
H -3.165 -5.974 -1.862
H -3.947 -3.208 -1.959
H -2.201 -3.320 -2.328
C -4.418 1.685 2.694
C -3.167 1.436 3.522
C -2.825 2.639 4.389
O -2.073 1.138 2.651
H -4.269 2.535 2.020
H -4.633 0.817 2.072
H -5.282 1.892 3.328
H -3.314 0.558 4.154
H -2.628 3.518 3.769
H -1.920 2.450 4.970
H -3.638 2.874 5.078
H -1.930 1.901 2.081
C 1.638 4.698 0.979
C 0.588 3.621 1.204
C 0.758 2.958 2.562
O 0.684 2.637 0.167
H 2.642 4.267 1.002
H 1.510 5.160 -0.002
H 1.575 5.476 1.742
H -0.409 4.061 1.131
H 1.735 2.472 2.637
H 0.005 2.182 2.705
H 0.668 3.684 3.371
H 1.561 2.241 0.221
C 0.241 3.494 7.897
C 0.819 3.021 6.572
C 2.272 2.597 6.723
O 0.723 4.067 5.605
H 0.791 4.362 8.270
H -0.798 3.803 7.772
H 0.282 2.705 8.650
H 0.230 2.185 6.192
H 2.886 3.436 7.060
H 2.676 2.268 5.764
H 2.373 1.782 7.442
H 1.238 4.816 5.924
C 5.559 0.806 -1.398
C 5.395 0.534 0.090
C 5.280 -0.956 0.369
O 4.231 1.205 0.571
H 4.690 0.441 -1.954
H 5.631 1.879 -1.586
H 6.453 0.322 -1.793
H 6.247 0.945 0.633
H 4.402 -1.376 -0.131
H 5.155 -1.138 1.437
H 6.166 -1.492 0.028
H 3.471 0.849 0.096
C 10.105 -2.152 2.417
C 8.617 -1.870 2.563
C 8.138 -2.151 3.979
O 7.882 -2.672 1.639
H 10.320 -3.204 2.625
H 10.433 -1.954 1.395
H 10.693 -1.536 3.098
H 8.414 -0.829 2.307
H 8.291 -3.203 4.236
H 7.069 -1.952 4.067
H 8.669 -1.534 4.706
H 8.049 -3.597 1.850
*
```

Properties
- SMILES = CC(=O)OCCc1c(N=C(C)C)c(C(=O)C(F)(F)C(F)(F)C(F)(F)C(=O)O)c(OC#N)c2c1C(=O)N(CCCBr)C2=O.CC(C)O.CC(C)O.CC(C)O.CC(C)O.CC(C)O
- HOMO (eV) = -9.5
- LUMO energy (hartree) = -0.0327

---

No. 6
Molecular formula: C37H72Cl2O16
Method: DFT, ωB97M-V/def2-TZVPD

```
! wB97M-V def2-TZVPD RIJCOSX def2/J DEFGRID3
* xyz 0 1
C 3.896 -2.908 2.014
O 4.220 -1.470 2.051
C 4.484 -0.928 0.706
C 3.234 -0.013 0.113
C 1.750 -0.642 0.416
C 0.576 0.526 0.644
C -0.849 -0.197 0.266
C -2.177 0.770 0.560
C -2.503 0.745 2.171
C -4.016 1.246 2.562
O -4.750 1.917 1.480
C -5.620 0.943 0.740
O -5.502 1.019 -0.615
O -6.563 0.028 1.400
C -6.290 -1.384 1.094
Cl -4.515 -1.896 1.233
C -6.837 -1.899 -0.366
C -6.879 -3.546 -0.374
Cl -8.405 -1.088 -0.941
H 3.493 -3.269 0.953
H 4.803 -3.579 2.399
H 3.003 -3.070 2.770
H 5.441 -0.233 0.779
H 4.714 -1.754 -0.108
H 3.336 1.116 0.434
H 3.367 -0.024 -1.074
H 1.387 -1.294 -0.510
H 1.691 -1.321 1.380
H 0.794 1.484 0.006
H 0.554 0.769 1.790
H -0.814 -0.428 -0.903
H -0.958 -1.237 0.793
H -1.954 1.888 0.210
H -3.030 0.344 -0.119
H -1.658 1.336 2.739
H -2.410 -0.398 2.504
H -4.565 0.335 3.050
H -3.879 2.063 3.422
H -6.884 -2.019 1.911
H -5.997 -1.594 -1.157
H -7.304 -3.935 0.646
H -5.741 -3.896 -0.437
H -7.412 -3.977 -1.325
O -1.849 1.527 -6.598
C -2.913 1.386 -5.996
O -2.934 1.345 -4.646
C -4.132 1.375 -3.847
C -4.704 -0.018 -3.681
C -4.191 1.163 -6.749
H -4.858 2.085 -4.251
H -3.838 1.760 -2.864
H -5.001 -0.449 -4.641
H -5.579 -0.001 -3.025
H -3.955 -0.692 -3.251
H -4.284 0.101 -6.994
H -4.153 1.744 -7.676
H -5.079 1.498 -6.217
O 1.974 -3.849 0.113
C 1.201 -4.806 0.124
O 0.519 -5.121 1.247
C -0.542 -6.092 1.314
C 0.015 -7.486 1.523
C 1.071 -5.696 -1.076
H -1.194 -6.024 0.440
H -1.157 -5.819 2.179
H 0.648 -7.796 0.687
H -0.795 -8.213 1.633
H 0.641 -7.517 2.421
H 1.868 -6.446 -1.057
H 1.177 -5.083 -1.976
H 0.104 -6.188 -1.157
O 0.032 -2.158 3.531
C 0.512 -2.110 4.663
O 1.327 -3.093 5.102
C 2.085 -3.040 6.325
C 1.249 -3.506 7.499
C 0.128 -1.009 5.607
H 2.515 -2.046 6.479
H 2.931 -3.724 6.193
H 0.384 -2.857 7.660
H 1.846 -3.521 8.416
H 0.859 -4.513 7.316
H -0.810 -1.273 6.105
H -0.018 -0.092 5.029
H 0.889 -0.781 6.350
O 3.629 3.476 -1.070
C 2.865 4.133 -1.776
O 1.862 4.846 -1.219
C 1.038 5.789 -1.928
C -0.125 5.091 -2.602
C 2.974 4.081 -3.272
H 1.633 6.387 -2.624
H 0.651 6.487 -1.177
H 0.216 4.373 -3.353
H -0.781 5.817 -3.090
H -0.709 4.525 -1.868
H 2.431 3.206 -3.642
H 4.031 3.987 -3.539
H 2.613 4.977 -3.770
O 0.300 7.509 -5.490
C -0.183 6.802 -6.372
O -1.305 6.086 -6.137
C -2.052 5.383 -7.147
C -1.478 4.000 -7.378
C 0.513 6.647 -7.692
H -2.121 5.971 -8.067
H -3.074 5.288 -6.765
H -0.451 4.046 -7.749
H -2.084 3.447 -8.103
H -1.450 3.436 -6.440
H 1.280 5.872 -7.606
H 0.990 7.599 -7.946
H -0.156 6.414 -8.518
O 4.517 -1.104 7.307
C 5.401 -0.690 6.559
O 5.744 -1.389 5.455
C 6.622 -0.905 4.421
C 8.071 -1.172 4.775
C 6.178 0.546 6.905
H 6.428 0.148 4.201
H 6.366 -1.462 3.513
H 8.367 -0.645 5.686
H 8.731 -0.857 3.962
H 8.228 -2.240 4.963
H 6.993 0.280 7.585
H 5.506 1.248 7.407
H 6.576 1.072 6.041
*
```

Properties
- energy above the lowest of the compared OMol25 structures with the same formula, charge and spin (kcal per mole) = 177.04
- SMILES = COCCCCCCCCOC(=O)O[C@H](Cl)[C@@H](C)Cl.CCOC(C)=O.CCOC(C)=O.CCOC(C)=O.CCOC(C)=O.CCOC(C)=O.CCOC(C)=O
- HOMO (eV) = -8.6
- LUMO energy (hartree) = 0.0063

---

No. 7
Molecular formula: C26H28FN3O3S
Method: DFT, ωB97M-V/def2-TZVPD

```
! wB97M-V def2-TZVPD RIJCOSX def2/J DEFGRID3
* xyz 0 1
C -4.011 -3.998 -0.998
N -3.669 -2.648 -0.608
C -3.212 -2.423 0.646
O -3.114 -3.301 1.482
C -2.821 -1.007 0.950
C -1.740 -0.418 0.307
C -1.401 0.886 0.605
C -2.099 1.617 1.546
C -3.147 1.014 2.222
C -3.501 -0.293 1.931
H -4.320 -0.765 2.452
H -3.694 1.565 2.972
H -1.816 2.641 1.724
S -0.052 1.654 -0.286
O -0.372 3.029 -0.529
O 0.244 0.821 -1.423
N 1.141 1.608 0.892
C 1.836 0.342 0.995
C 2.932 0.207 -0.062
N 3.846 1.336 0.029
C 3.122 2.577 -0.182
C 2.055 2.731 0.899
H 1.463 3.629 0.726
H 2.522 2.775 1.886
H 3.827 3.410 -0.123
H 2.626 2.600 -1.169
C 4.958 1.187 -0.896
C 5.846 0.039 -0.499
C 6.225 -0.112 0.830
C 7.050 -1.154 1.209
C 7.513 -2.054 0.264
C 7.142 -1.909 -1.061
C 6.309 -0.870 -1.440
H 6.019 -0.763 -2.475
H 7.498 -2.609 -1.803
H 8.161 -2.866 0.559
H 7.337 -1.264 2.245
H 5.855 0.593 1.558
H 4.609 1.053 -1.935
H 5.542 2.113 -0.856
H 3.497 -0.711 0.112
H 2.459 0.153 -1.057
H 1.100 -0.455 0.883
H 2.275 0.287 1.995
H -1.162 -0.947 -0.435
C -3.881 -1.597 -1.589
C -4.702 -0.455 -1.044
C -5.876 -0.715 -0.347
C -6.630 0.320 0.177
C -6.226 1.633 0.010
C -5.063 1.878 -0.697
C -4.296 0.859 -1.231
H -3.390 1.101 -1.765
F -4.663 3.152 -0.865
H -6.793 2.456 0.414
H -7.537 0.104 0.720
H -6.195 -1.736 -0.203
H -2.927 -1.218 -1.971
H -4.418 -2.050 -2.428
H -3.404 -4.313 -1.849
H -3.810 -4.650 -0.150
H -5.068 -4.069 -1.265
*
```

Properties
- energy above the lowest of the compared OMol25 structures with the same formula, charge and spin (kcal per mole) = 6.11
- SMILES = CN(Cc1cccc(F)c1)C(=O)c1cccc(S(=O)(=O)N2CCN(Cc3ccccc3)CC2)c1
- HOMO (eV) = -8.8
- LUMO energy (hartree) = 0.0195